A molecular structure, C39H36Cl2I2N5O4PRuS, computed with the ωB97M-V functional and the def2-TZVPD basis.

```
91
Properties=species:S:1:pos:R:3
Ru 0.9524 -1.4481 0.0333
O 3.4568 -2.6315 -1.3588
N 3.4547 -1.4691 -0.6135
C 4.3542 -1.3603 0.2764
C 4.5181 -0.1239 1.0286
C 5.6967 0.0395 1.7428
C 5.9297 1.1930 2.4722
C 4.9677 2.1865 2.5003
C 3.7882 2.0340 1.7829
C 3.5467 0.8844 1.0366
P 2.0140 0.7392 0.0509
C 0.9663 2.0453 0.7557
C 0.6350 1.9543 2.1099
C -0.1766 2.9153 2.6932
C -0.6603 3.9714 1.9327
C -0.3618 4.0464 0.5799
C 0.4364 3.0788 -0.0137
C 2.5989 1.3666 -1.5578
C 3.1259 2.6557 -1.6426
C 3.5982 3.1375 -2.8530
C 3.5619 2.3340 -3.9847
C 3.0437 1.0501 -3.9069
C 2.5648 0.5676 -2.6969
H 3.9526 -3.3279 -0.8902
H 5.0495 -2.1769 0.4740
H 6.4436 -0.7444 1.7188
H 6.8544 1.3131 3.0200
H 5.1270 3.0826 3.0851
H 3.0493 2.8221 1.8185
H 1.0110 1.1250 2.6935
H -0.4286 2.8417 3.7431
H -1.2755 4.7328 2.3951
H -0.7434 4.8651 -0.0178
H 0.6567 3.1398 -1.0715
H 3.1743 3.2806 -0.7591
H 4.0000 4.1404 -2.9114
H 3.9492 2.7041 -4.9248
H 3.0229 0.4210 -4.7877
H 2.1832 -0.4414 -2.6265
I 3.5286 -5.8707 0.4610
C 1.4528 -5.6789 0.3990
C 0.6177 -6.8089 0.3709
C -0.7413 -6.6624 0.3188
I -1.9236 -8.3830 0.2971
C -1.3187 -5.3688 0.2809
C -2.7043 -5.0947 0.2298
C -3.1389 -3.8025 0.2091
C -2.1983 -2.7578 0.2013
N -0.9022 -2.9697 0.2354
C -0.4564 -4.2534 0.2991
C 0.9477 -4.3963 0.3814
O 1.7229 -3.3412 0.4347
H 1.0574 -7.7964 0.3908
H -3.4083 -5.9158 0.2143
H -4.1916 -3.5588 0.1939
H -2.5512 -1.7417 0.1643
C -4.7071 4.1359 0.0748
C -3.9304 3.2280 1.0192
N -4.5235 1.9078 1.1815
C -5.7868 1.8013 1.9194
C -6.9712 1.5460 0.9966
C -3.9296 0.7599 0.8076
O -4.3348 -0.3512 1.1233
C -2.7566 0.8085 -0.1406
C -2.9234 1.2056 -1.4591
C -1.8817 1.0302 -2.3565
C -0.7253 0.4115 -1.9234
N -0.5798 -0.0098 -0.6614
C -1.5614 0.2110 0.2193
H -4.1852 5.0882 -0.0288
H -5.7085 4.3395 0.4538
H -4.7987 3.6882 -0.9159
H -3.8786 3.6949 2.0064
H -2.9105 3.1057 0.6674
H -5.9237 2.7267 2.4784
H -5.6967 0.9735 2.6212
H -7.0667 2.3296 0.2445
H -7.8939 1.5090 1.5757
H -6.8493 0.5887 0.4902
H -3.8638 1.6343 -1.7829
H -1.9732 1.3403 -3.3876
H 0.1032 0.2505 -2.5921
H -1.3729 -0.1101 1.2378
O 3.1876 -1.8448 2.8973
S 1.7592 -2.1133 2.8266
N 0.9581 -1.1318 2.0314
Cl 0.3440 -2.4169 -2.4315
C 1.5085 -2.9805 -3.6772
Cl 1.1413 -4.6258 -4.1561
H 2.4935 -2.9472 -3.2327
H 1.4079 -2.3267 -4.5351
```

Results
Energy above the lowest of the compared OMol25 structures with the same formula, charge and spin   2.997 eV
Total charge   +1
Max |F|   2.4 eV Å⁻¹
2S+1   2
Lowest unoccupied orbital energy (spin up / spin down)   -3.22 / -3.53 eV

Here are the Löwdin charges for atoms 1 to 4, given in e: 1.05 -0.12 -0.08 -0.09